70
Properties=species:S:1:pos:R:3:nbo_charge:R:1 method="wB97M-V/def2-TZVPD" molar_mass_g_mol=693.87 spin_multiplicity=2 charge=+3 homo_energy_ev="-16.9 / -16.9" s_squared=0.798 e_above_lowest_kj_mol=129.0 gap_ev="5.3977 / 5.7041"
Ir -1.2081 0.7529 0.2438 1.08
C 3.6672 1.1058 1.6255 -0.65
C 3.8010 0.5078 0.2431 0.03
C 5.0192 -0.0367 -0.1164 -0.19
C 5.2652 -0.5529 -1.3871 -0.11
C 4.2822 -0.5205 -2.3612 -0.20
C 3.0533 -0.0040 -2.0442 -0.16
C 2.8094 0.4994 -0.7500 -0.45
P 1.1885 1.1440 -0.4079 1.50
C 0.7567 0.5387 1.1993 -0.53
C 0.2412 1.4376 2.1780 -0.13
C -0.0559 1.0148 3.4661 -0.23
C 0.1820 -0.3041 3.8039 -0.04
C 0.6917 -1.2150 2.8656 -0.23
C 0.9829 -0.8533 1.5703 0.14
C 1.5623 -1.8785 0.6427 -0.67
C 1.1956 2.8928 -0.5384 -0.52
C 2.3676 3.6068 -0.8429 -0.13
C 2.3090 4.9826 -0.9070 -0.19
C 1.0969 5.6406 -0.6949 -0.09
C -0.0675 4.9304 -0.4253 -0.23
C -0.0281 3.5461 -0.3768 0.09
C -1.2762 2.7420 -0.2231 -0.63
H 4.6165 1.5421 1.9283 0.27
H 3.4326 0.3337 2.3627 0.23
H 2.9105 1.8845 1.6938 0.21
H 5.8074 -0.0379 0.6265 0.25
H 6.2366 -0.9680 -1.6205 0.26
H 4.4744 -0.8962 -3.3561 0.26
H 2.2769 0.0102 -2.8004 0.23
H 0.1603 2.4933 1.9464 0.26
H -0.4351 1.7197 4.1927 0.27
H -0.0220 -0.6458 4.8112 0.26
H 0.8753 -2.2362 3.1764 0.26
H 1.2353 -2.8738 0.9435 0.25
H 2.6532 -1.8646 0.6973 0.27
H 1.2792 -1.7342 -0.3963 0.24
H 3.3057 3.0926 -1.0031 0.25
H 3.2037 5.5509 -1.1195 0.26
H 1.0565 6.7197 -0.7649 0.26
H -1.0036 5.4572 -0.2916 0.24
H -1.8553 2.8096 -1.1488 0.24
H -1.9109 3.1674 0.5718 0.24
C -5.2008 0.9101 -1.7631 -0.80
S -4.2666 1.7931 -0.5370 1.24
C -5.3866 1.7843 0.8455 -0.80
O -3.1917 0.6979 -0.1214 -0.96
H -5.5792 -0.0194 -1.3434 0.26
H -4.5428 0.7304 -2.6108 0.27
H -6.0174 1.5678 -2.0682 0.28
H -6.1682 2.5122 0.6208 0.28
H -4.8313 2.1101 1.7229 0.27
H -5.8027 0.7885 0.9833 0.26
C -2.3775 -2.2936 1.1980 -0.73
C -1.5829 -2.2928 -0.0670 0.63
O -1.1066 -1.2153 -0.5220 -0.68
C -1.3572 -3.5129 -0.8058 -0.17
C -1.6486 -4.7600 -0.2274 -0.14
C -1.4339 -5.9209 -0.9438 -0.21
C -0.9475 -5.8463 -2.2446 -0.10
C -0.6627 -4.6158 -2.8330 -0.21
C -0.8571 -3.4533 -2.1189 -0.14
H -2.5056 -1.2885 1.5995 0.22
H -1.8823 -2.9061 1.9541 0.27
H -3.3590 -2.7345 1.0211 0.28
H -2.0324 -4.8301 0.7812 0.22
H -1.6511 -6.8822 -0.5001 0.25
H -0.7939 -6.7556 -2.8106 0.25
H -0.2979 -4.5750 -3.8498 0.25
H -0.6500 -2.4934 -2.5720 0.22

68
Properties=species:S:1:pos:R:3:nbo_charge:R:1 method="wB97M-V/def2-TZVPD" molar_mass_g_mol=448.63 charge=+1 homo_energy_ev=-9.5 e_above_lowest_kj_mol=42.7 gap_ev=5.1323
C -7.1423 0.3183 -1.9088 -0.40
N -6.0470 -0.5230 -2.3463 -0.40
C -6.4511 -1.8358 -2.8120 -0.41
C -4.7377 -0.2397 -2.0277 0.25
C -3.8673 -1.2645 -1.5943 -0.23
C -2.5589 -0.9781 -1.2424 -0.14
C -1.9923 0.2956 -1.4978 -0.20
C -0.5933 0.5821 -1.3221 0.09
C 0.4461 -0.3065 -1.6032 -0.21
C 1.8606 0.0467 -1.6357 0.01
C 2.5326 1.2604 -1.5778 -0.19
C 3.9234 1.2661 -1.7641 -0.20
C 4.6265 0.0694 -1.9885 -0.19
C 3.9618 -1.1660 -2.0238 -0.21
C 2.5840 -1.1453 -1.8536 0.12
N 1.6574 -2.1966 -1.9579 -0.29
C 1.9625 -3.6044 -2.1532 -0.41
C 0.3945 -1.7050 -1.8438 0.13
C -2.8769 1.3262 -1.9458 -0.11
C -4.2203 1.0819 -2.1592 -0.26
H -6.7702 1.2980 -1.5974 0.22
H -7.8616 0.4390 -2.7269 0.21
H -7.6702 -0.1447 -1.0602 0.20
H -5.6336 -2.2976 -3.3733 0.21
H -6.7279 -2.4952 -1.9787 0.19
H -7.3213 -1.7223 -3.4719 0.22
H -4.2431 -2.2887 -1.5068 0.22
H -1.9693 -1.7463 -0.7448 0.21
H -0.3033 1.6197 -1.1510 0.23
H 1.9613 2.1720 -1.4265 0.22
H 4.4672 2.2079 -1.7373 0.23
H 5.7050 0.1049 -2.1293 0.23
H 4.4665 -2.1167 -2.1725 0.23
H 3.0469 -3.7351 -2.1373 0.23
H 1.5064 -4.1956 -1.3440 0.23
H 1.5635 -3.9685 -3.1103 0.23
H -0.4716 -2.3302 -2.0403 0.24
H -2.4594 2.3165 -2.1395 0.22
H -4.8821 1.8712 -2.5207 0.23
C 3.2280 3.8478 2.7719 -0.41
C 1.8317 4.4460 2.5835 -0.41
C 0.9087 3.2880 2.1676 -0.20
N 1.7068 2.0827 2.3406 -0.41
C 1.1934 0.8454 2.1586 0.21
C 0.0106 0.5526 1.5135 -0.34
C -0.3431 -0.8952 1.6299 -0.45
C 0.8703 -1.4611 2.3609 0.00
C 1.7830 -0.4421 2.6621 -0.01
C 2.9471 -0.7433 3.3715 -0.22
C 3.1785 -2.0683 3.7704 -0.21
C 2.2541 -3.0837 3.4580 -0.20
C 1.0811 -2.7694 2.7528 -0.22
C 3.0381 2.3262 2.8397 -0.20
H 3.8691 4.0826 1.9136 0.21
H 3.7206 4.2018 3.6771 0.23
H 1.4757 4.8745 3.5265 0.22
H 1.8335 5.2339 1.8309 0.22
H 0.0105 3.2659 2.8072 0.20
H 0.5553 3.4118 1.1292 0.18
H -0.6417 1.3181 1.0946 0.21
H -1.2716 -1.0344 2.2021 0.23
H -0.4907 -1.4058 0.6684 0.19
H 3.6634 0.0392 3.6190 0.22
H 4.0705 -2.3176 4.3420 0.22
H 2.4198 -4.1110 3.7847 0.22
H 0.3218 -3.5145 2.5193 0.21
H 3.7964 1.7844 2.2494 0.20
H 3.1130 1.9753 3.8814 0.19

85
Properties=species:S:1:pos:R:3:lowdin_charge:R:1 method="wB97M-V/def2-TZVPD" molar_mass_g_mol=964.94 charge=0 homo_energy_ev=-8.4 e_above_lowest_kj_mol=0.0 gap_ev=8.0010
Ir 0.3969 -0.5513 -0.4324 1.21
O 1.5972 -4.4508 -0.0947 0.07
C 1.0883 -3.3698 -0.3106 -0.58
O 1.6942 -2.2181 -0.2666 -0.21
C -0.3802 -3.2884 -0.6993 -0.17
C -1.2481 -4.3315 -0.9636 0.03
C -2.5624 -4.0222 -1.2984 -0.02
C -2.9839 -2.6960 -1.3624 0.03
C -2.0673 -1.7008 -1.0871 -0.17
N -0.8201 -2.0407 -0.7634 -0.09
C -2.3390 -0.1938 -1.0725 -0.57
O -3.4371 0.2094 -1.3833 0.09
O -1.3235 0.5428 -0.7097 -0.18
H -0.8849 -5.3477 -0.9011 0.13
H -3.2633 -4.8180 -1.5126 0.11
H -3.9952 -2.4139 -1.6198 0.13
C -1.6701 -2.2161 2.2701 0.04
C -0.3864 -1.5037 2.5077 -0.29
N 0.2268 -0.6491 1.7063 -0.01
C 1.3343 -0.1756 2.3883 -0.09
C 1.3797 -0.7472 3.6097 -0.05
N 0.2889 -1.5917 3.6789 -0.01
C -0.1067 -2.3480 4.8479 -0.06
N -1.2807 -1.8132 5.4834 -0.07
N -2.3665 -2.6150 5.6392 0.05
N -3.3082 -1.9550 6.1854 0.08
C -2.8699 -0.6643 6.4028 -0.23
C -3.5313 0.4352 6.9575 -0.01
C -2.8307 1.6145 7.0297 -0.08
C -1.5020 1.7106 6.5637 -0.07
C -0.8373 0.6378 6.0168 -0.01
C -1.5567 -0.5601 5.9486 -0.16
H -2.1729 -1.7910 1.4094 0.08
H -2.3307 -2.1133 3.1298 0.08
H -1.5097 -3.2834 2.1007 0.10
H 1.9931 0.5417 1.9361 0.11
H 2.0837 -0.6594 4.4184 0.12
H 0.7413 -2.3479 5.5322 0.14
H -0.3495 -3.3750 4.5823 0.14
H -4.5508 0.3479 7.3065 0.12
H -3.3018 2.4947 7.4454 0.11
H -0.9933 2.6630 6.6338 0.11
H 0.1752 0.7302 5.6505 0.10
C 2.8176 -2.8210 -3.7623 -0.24
As 2.8574 -1.0500 -2.9981 0.85
C 4.2314 -1.1839 -1.6598 -0.21
C 3.5512 0.0616 -4.4033 -0.23
S 0.7935 -0.4543 -2.7342 0.39
H 3.8165 -3.0991 -4.0981 0.04
H 2.1263 -2.8268 -4.6026 0.03
H 2.4763 -3.5236 -3.0034 0.03
H 5.0762 -1.6411 -2.1781 0.05
H 3.8853 -1.8209 -0.8529 0.03
H 4.4790 -0.1895 -1.3094 0.03
H 4.5812 -0.2273 -4.6119 0.04
H 3.5027 1.0932 -4.0670 0.03
H 2.9403 -0.0773 -5.2942 0.04
C -0.4240 0.7663 -5.9531 -0.06
C -0.6131 1.7338 -4.8185 -0.32
C 0.2619 2.7977 -4.6302 -0.05
C 0.1185 3.6556 -3.5490 -0.05
C -0.9090 3.4406 -2.6453 -0.26
C -1.8128 2.4010 -2.8288 -0.06
C -1.6576 1.5577 -3.9138 -0.06
S -1.0833 4.4716 -1.2146 0.63
O -0.3105 5.6683 -1.4125 -0.30
O -2.4861 4.5364 -0.9403 -0.28
N -0.3743 3.6531 0.0089 -0.12
C 0.9930 3.9475 0.4385 -0.21
C 2.1122 3.4531 -0.4685 -0.08
C 2.1630 1.9548 -0.6991 -0.62
O 3.0013 1.4807 -1.4602 -0.04
O 1.2563 1.2941 -0.0658 -0.24
H 0.2542 1.1644 -6.7079 0.07
H -1.3733 0.5300 -6.4345 0.08
H -0.0056 -0.1733 -5.5802 0.05
H 1.0645 2.9621 -5.3401 0.11
H 0.7839 4.4979 -3.4123 0.11
H -2.6250 2.2566 -2.1284 0.10
H -2.3573 0.7414 -4.0551 0.12
H -0.6381 2.6713 0.0256 0.09
H 1.0888 3.5145 1.4343 0.12
H 1.0776 5.0276 0.5398 0.11
H 3.0813 3.7604 -0.0659 0.13
H 2.0393 3.9187 -1.4517 0.11